[1]
Density functional theory data (ωB97M-V/def2-TZVPD) for a structure of composition C22H26N4O3Pt.

XYZ file:
```
56
Properties=species:S:1:pos:R:3:forces:R:3
C -0.140684 -1.743419 -4.267698 2.14 0.01 -4.31
C -0.773781 -0.943219 -5.335775 -0.81 0.74 0.79
H -0.174002 -2.826136 -4.463493 0.04 0.35 0.44
H 0.901865 -1.354106 -4.186899 -1.00 -0.80 0.60
C -0.791917 0.429133 -5.129520 -0.07 -2.03 -0.74
C -0.585080 0.781407 -3.763089 -2.19 2.17 -0.36
H -1.441180 0.405399 -3.126014 1.57 0.66 -0.34
H -0.111016 1.758707 -3.539963 -0.79 -0.49 0.07
C -1.351084 -1.553842 -6.576510 -0.07 -0.69 0.02
H -1.226230 -2.638596 -6.558766 -0.05 0.07 -0.09
H -0.828622 -1.190939 -7.466006 0.01 0.04 0.10
H -2.421211 -1.345115 -6.726903 0.29 0.10 0.20
C -1.243455 1.323789 -6.259078 0.45 0.60 0.18
H -2.292963 1.127439 -6.504787 0.11 -0.14 0.17
H -0.673197 1.204242 -7.189555 -0.01 -0.17 0.32
H -1.184180 2.367573 -5.971986 0.01 0.20 0.02
Pt 0.246606 0.323804 2.377258 0.13 0.17 -0.47
O 0.247215 -0.254231 0.333448 -0.46 -0.56 1.59
C 0.909209 0.166797 -0.660280 -1.47 0.44 -1.91
O 1.473421 1.826234 1.817325 0.94 0.32 -1.74
C 2.052140 1.894570 0.690258 -0.67 -0.56 0.54
O 3.031126 2.742075 0.527594 0.17 0.13 -0.12
N 1.819986 1.196826 -0.469565 0.63 0.38 0.58
C 3.656357 2.534577 -0.778467 0.94 0.82 0.60
C 2.768010 1.605957 -1.520728 -1.02 -0.75 -0.22
H 4.632600 2.079976 -0.598116 -0.06 0.32 0.08
H 3.753123 3.507162 -1.257779 0.12 -0.07 0.20
H 3.297377 0.724356 -1.881801 -0.04 0.08 -0.10
H 2.234446 2.083307 -2.345889 0.06 0.00 0.08
C 0.580572 -0.240561 -2.025267 2.67 0.30 2.13
C -0.093356 -1.437619 -2.087100 0.27 0.10 1.57
H 1.205879 0.257231 -2.809227 -0.61 -1.05 0.73
H -0.425841 -1.856062 -1.115327 -0.39 -0.30 -1.23
H -0.621750 -1.771279 -3.115049 -0.83 0.10 1.44
N 0.211183 -1.297839 5.040108 0.26 -0.09 0.05
C 0.345390 0.070105 5.311278 -0.34 0.02 -0.23
C 0.529816 0.483066 6.637691 -0.12 0.01 -0.14
C 0.435934 1.827858 6.954355 0.16 -0.40 -0.59
C 0.193655 2.722960 5.904355 -0.08 0.30 -0.43
C 0.096696 2.276833 4.595982 0.35 -0.52 0.44
N 0.218597 0.947665 4.298697 -0.12 0.17 0.22
C -0.705527 -1.830134 4.129181 -0.05 0.46 0.02
C -1.409265 -2.999279 4.449221 -0.18 0.21 -0.31
C -2.442962 -3.391639 3.602756 0.50 0.23 0.03
C -2.746357 -2.607132 2.475176 -0.04 0.27 -0.24
C -1.991802 -1.480818 2.201676 0.38 -0.66 0.42
N -0.929512 -1.149043 2.988006 -0.70 -0.39 0.08
H 0.335118 -1.868303 5.872745 0.00 0.11 -0.37
H 0.695578 -0.295004 7.377280 -0.08 0.26 0.07
H 0.543488 2.170919 7.981600 -0.04 -0.07 -0.27
H 0.099109 3.786216 6.091977 -0.02 -0.12 0.00
H -0.057534 2.935507 3.740628 0.11 -0.16 0.38
H -1.129706 -3.520240 5.371475 -0.35 0.06 -0.45
H -3.015761 -4.290120 3.817855 0.09 0.18 -0.03
H -3.555047 -2.863246 1.787411 0.22 0.02 0.40
H -2.151467 -0.813756 1.355294 -0.03 -0.38 0.16
```
Forces are in eV/Å.

The LUMO energy (spin up / spin down) comes out at -6.25 / -6.64 eV. As for the expectation value of S²: 2.071. As for the spin multiplicity: 3. The calculation puts the frontier orbital gap (spin up / spin down) at 5.6 / 7.4 eV. Its total charge is +2. As for the HOMO energy (spin up / spin down): -11.860 / -14.079 eV. The largest force on an atom is 4.81 eV Å⁻¹.

Here are the Löwdin charges for atoms 1 to 6, given in e: number 1, C, carries 0.02; number 2, C, carries -0.24; number 3, H, carries 0.13; number 4, H, carries 0.13; number 5, C, carries -0.26; number 6, C, carries 0.06



[2]
Density functional theory data (ωB97M-V/def2-TZVPD) for an isolated molecule of C22H26N4O4S.

XYZ file:
```
57
Properties=species:S:1:pos:R:3:forces:R:3
C 1.558503 -1.891211 5.319255 -3.11 4.94 -5.24
O 2.140937 -1.663316 3.913531 4.35 -1.95 7.02
C 1.315488 -1.509288 2.994387 4.24 -0.42 -5.39
C 0.113017 -1.362242 3.228728 -14.57 1.64 0.63
C -0.896680 -1.176504 2.087308 -1.23 0.62 2.77
C -0.440851 -1.138923 0.878220 5.92 0.65 -7.48
N -1.063338 -0.864886 -0.537936 -5.51 2.12 12.63
C -2.412954 -0.013521 -0.215588 5.19 3.39 -10.08
C -2.173401 1.428887 0.221245 1.11 -2.96 1.34
O -2.895750 1.881587 1.075227 -0.85 0.93 -0.14
N -0.964376 1.895516 -0.127858 -0.06 3.73 -1.02
C -0.580432 3.294548 -0.069081 4.60 -5.34 1.51
C -1.161833 4.313178 0.394286 -14.98 -2.07 0.36
C -1.063653 5.504540 0.758372 13.34 2.87 -0.79
C 0.527783 5.756192 0.556985 -2.89 0.72 1.47
C 1.121893 7.188749 0.970887 5.86 -4.76 -6.41
C 1.262405 4.608845 0.140451 7.73 13.97 3.28
C 0.771983 3.485857 0.144178 -0.96 -13.06 -5.39
C 1.596957 2.166544 -0.338832 6.29 2.22 3.22
S -0.357924 -0.997580 -1.804593 -8.30 -5.09 -10.37
O 0.479437 -0.023950 -2.259376 6.36 4.04 -0.55
O -1.517387 -0.943922 -2.856835 1.98 -0.72 2.79
C 0.001597 -2.721616 -1.843812 5.20 4.37 -0.26
C -0.768421 -3.804786 -1.534181 10.45 1.38 -3.09
C -1.964576 -3.827465 -1.100094 -16.18 -1.75 2.64
N 0.126637 -4.724803 -1.722464 -9.36 -10.37 2.85
N 1.241870 -4.495762 -1.990052 11.77 5.27 -4.08
C 1.361640 -3.106288 -2.070987 -1.01 1.06 -2.39
C 2.571057 -2.315461 -2.733060 0.32 -8.83 -0.03
C 1.162594 -1.181020 0.529801 -2.90 -1.19 2.51
C 1.923366 -1.490443 1.625210 -4.31 1.32 -0.32
H 1.182798 -0.843899 5.643910 -0.16 -2.20 -0.47
H 2.268114 -2.111662 5.900073 6.51 -1.16 4.05
H 0.996431 -2.771247 5.405017 -1.97 -0.68 -0.67
H -0.651828 -1.333010 4.194253 3.27 -0.23 -2.06
H -2.003048 -0.910502 2.272545 1.95 -0.76 0.09
H -2.763360 0.063279 -1.404827 0.15 -0.41 3.12
H -2.958323 -0.562149 0.336576 -3.96 -3.76 4.00
H -0.314997 1.570369 -0.815836 -0.60 -1.66 -0.48
H -2.346476 4.127757 0.478313 1.78 -0.35 -0.34
H -1.445463 6.369547 0.911753 -4.04 4.65 1.40
H 2.005581 7.171464 1.666749 -1.13 0.01 -0.70
H 1.518913 7.630092 -0.213825 -1.00 -0.91 3.77
H 0.330140 7.665247 1.224162 -4.68 3.83 2.09
H 2.480727 5.025810 0.269539 -3.17 -2.28 -0.90
H 2.853085 2.572294 -0.329707 -3.39 -0.73 -0.08
H 1.805571 1.462395 0.579627 -1.22 0.69 -2.20
H 1.656296 1.765476 -1.374635 -1.18 0.12 0.97
H -2.613768 -4.917436 -1.177552 2.31 2.71 0.08
H -2.734875 -3.122903 -1.791024 2.25 -1.59 1.64
H -2.297718 -3.501155 -0.046961 1.31 -0.28 -1.30
H 2.206466 -5.068761 -2.447489 -4.33 1.00 2.05
H 2.404263 -1.368598 -2.674660 -0.95 5.90 -0.16
H 2.876857 -2.742896 -3.833679 -0.88 1.22 2.85
H 3.294913 -2.607157 -1.957445 0.87 0.47 -0.81
H 1.436533 -1.076770 -0.564113 0.38 -0.01 2.28
H 2.927494 -1.542848 1.630017 3.43 -0.33 -0.20
```
Forces are in eV/Å.

The LUMO energy comes out at 0.35 eV. For the energy above the lowest of the compared OMol25 structures with the same formula, charge and spin, the calculation gives 2492.64 kJ/mol. The calculation puts the frontier orbital gap at 8.4 eV. As for the HOMO energy: -8.093 eV. The largest force on an atom is 16.49 eV Å⁻¹. As for the SMILES: COc1ccc(N(CC(=O)Nc2ccc(C)cc2C)S(=O)(=O)c2c(C)n[nH]c2C)cc1.

Here are the Löwdin charges for atoms 1 to 6, given in e: number 1, C, carries 0.04; number 2, O, carries -0.01; number 3, C, carries -0.48; number 4, C, carries -0.05; number 5, C, carries -0.02; number 6, C, carries -0.13



[3]
Density functional theory data (ωB97M-V/def2-TZVPD) for a structure of composition C22H26N4O5Os.

XYZ file:
```
58
Properties=species:S:1:pos:R:3:forces:R:3
Os -0.024150 0.599334 -0.970852 -1.04 0.44 1.07
C -2.407050 4.029534 2.350848 0.15 0.09 0.59
N -2.446450 3.345134 1.075148 0.10 -0.55 -0.36
C -3.155450 4.017334 0.001548 -0.18 0.09 -0.49
C -1.822250 2.202834 0.828648 0.23 0.15 0.83
O -1.826650 1.681834 -0.301852 0.36 -0.43 -0.89
C -1.047150 1.564734 1.996448 0.05 0.35 -0.01
O -0.324050 0.395534 1.638748 -0.16 0.22 -0.55
C -0.865950 -0.853366 2.042648 -0.10 -0.46 -0.05
C -1.801850 -1.452566 0.974648 0.19 0.03 0.38
O -1.976750 -0.831366 -0.072352 0.06 0.29 -0.23
N -2.369150 -2.632966 1.209748 -0.06 0.25 -0.18
C -2.208350 -3.415666 2.412848 0.23 -0.21 0.40
C -3.170350 -3.244466 0.164248 -0.16 0.00 -0.37
H -3.099950 4.867734 2.318048 0.05 -0.08 -0.02
H -2.708950 3.383434 3.174848 -0.03 -0.01 -0.03
H -1.405250 4.416834 2.558748 -0.09 0.02 -0.02
H -4.217850 4.077334 0.235648 0.01 0.00 0.02
H -2.760450 5.024734 -0.121252 -0.01 0.03 0.02
H -3.019650 3.457834 -0.920752 -0.08 0.12 0.08
H -0.296450 2.292834 2.337048 -0.24 -0.14 0.03
H -1.734550 1.357334 2.825248 0.11 0.05 -0.10
H -0.003250 -1.514066 2.182948 -0.18 0.02 0.09
H -1.395350 -0.755566 2.996148 0.15 0.04 -0.05
H -2.113250 -2.793066 3.298248 -0.01 0.04 0.04
H -3.087750 -4.045766 2.542048 0.04 0.08 0.02
H -1.331850 -4.064366 2.342948 -0.02 -0.03 0.03
H -3.097050 -2.638966 -0.736552 -0.06 -0.12 0.07
H -2.802450 -4.250766 -0.037252 -0.01 -0.03 0.03
H -4.214050 -3.304066 0.474148 0.02 -0.02 0.00
O 0.480450 2.484634 -0.804252 -1.20 -0.81 0.33
C 1.556650 3.136534 -1.090652 1.70 1.09 -0.52
C 1.536650 4.547534 -1.112452 -0.40 -0.60 0.06
C 2.663550 5.271934 -1.430952 -0.29 -0.33 0.11
C 3.879450 4.628434 -1.698152 0.35 -0.69 -0.03
C 3.948250 3.256834 -1.660252 0.27 0.77 -0.15
C 2.800650 2.474934 -1.396352 -0.86 -0.57 0.19
C 2.891650 1.076434 -1.476452 0.92 1.05 -0.12
N 1.898150 0.209234 -1.353552 -0.91 -0.57 -0.11
N 2.236850 -1.061666 -1.481252 1.52 0.17 -0.23
C 1.204250 -1.900466 -1.451652 0.11 -0.27 0.03
O 0.023450 -1.415466 -1.363852 -0.46 0.39 0.11
C 1.503050 -3.321266 -1.451352 -0.03 0.11 -0.04
C 2.852550 -3.700766 -1.371052 -0.10 0.11 0.02
C 3.189550 -5.029066 -1.244852 -0.09 -0.11 -0.06
C 2.186150 -5.992266 -1.227252 0.06 0.17 -0.01
C 0.845750 -5.626366 -1.333952 -0.02 -0.02 -0.02
C 0.496450 -4.296466 -1.448452 0.07 0.16 0.08
H 0.595450 5.034234 -0.905152 -0.05 0.07 0.02
H 2.606350 6.348434 -1.472352 -0.01 0.12 0.01
H 4.752050 5.212634 -1.938652 0.12 0.02 0.00
H 4.883050 2.755234 -1.857052 0.11 -0.06 -0.06
H 3.869850 0.654534 -1.694252 -0.16 -0.19 0.07
H 3.602650 -2.928166 -1.396752 0.16 -0.07 0.03
H 4.225950 -5.316566 -1.165652 0.08 -0.05 -0.01
H 2.453450 -7.033466 -1.136352 -0.01 -0.12 0.02
H 0.086350 -6.394166 -1.324452 -0.07 0.00 -0.04
H -0.534950 -3.992766 -1.533352 -0.15 0.01 0.00
```
Forces are in eV/Å.

The LUMO energy (spin up / spin down) comes out at -6.70 / -9.11 eV. As for the expectation value of S²: 6.031. As for the spin multiplicity: 5. The calculation puts the frontier orbital gap (spin up / spin down) at 7.6 / 5.4 eV. Its total charge is +2. As for the HOMO energy (spin up / spin down): -14.259 / -14.461 eV. The largest force on an atom is 2.08 eV Å⁻¹.

Here are the Löwdin charges for atoms 1 to 6, given in e: number 1, Os, carries 1.81; number 2, C, carries -0.01; number 3, N, carries -0.11; number 4, C, carries 0.01; number 5, C, carries -0.40; number 6, O, carries -0.12



[4]
Density functional theory data (ωB97M-V/def2-TZVPD) for a cluster of 2 separate species, C22H26N4O5S in total.

XYZ file:
```
58
Properties=species:S:1:pos:R:3:forces:R:3
N -3.530072 4.085698 3.101640 -1.20 -0.65 -1.14
S -3.057771 2.630430 3.737091 1.32 1.27 3.05
O -3.840255 2.430809 4.956351 0.05 -0.48 -1.94
O -1.656931 2.947304 4.024531 -0.29 -1.83 -0.82
C -3.259015 1.316233 2.478869 -0.13 0.02 -0.30
C -4.230967 1.390529 1.440138 0.29 0.70 0.99
C -5.274857 2.339931 1.405316 -1.67 0.83 -0.95
C -6.160455 2.423421 0.326694 0.98 0.16 1.60
C -6.046409 1.538766 -0.742002 0.94 -1.45 -0.74
C -5.065807 0.550121 -0.712427 -1.78 1.28 -0.68
C -4.181411 0.458189 0.373736 0.65 -0.86 -0.23
C -3.264317 -0.587494 0.401987 -0.06 0.15 0.31
C -2.411231 -0.761475 1.487422 -0.61 -0.20 -0.85
C -1.576018 -1.890625 1.522014 1.49 -0.95 1.37
C -0.692545 -2.087703 2.582371 -0.87 -0.58 -1.63
C -0.658155 -1.166441 3.625812 -0.96 1.60 0.37
C -1.500338 -0.051640 3.605073 1.44 -1.13 0.89
C -2.390657 0.191222 2.533140 -0.06 1.07 0.79
H -3.501418 4.721149 3.886691 -0.02 0.10 0.20
H -2.815188 4.325163 2.429916 0.09 0.35 -0.14
H -5.457557 3.023563 2.223809 0.31 -0.13 -0.04
H -6.945286 3.174781 0.327337 0.13 -0.12 0.11
H -6.733102 1.602672 -1.581170 0.13 -0.04 0.09
H -5.006049 -0.159033 -1.533466 0.12 0.03 0.20
H -3.245861 -1.303953 -0.413654 0.03 0.08 0.05
H -1.609890 -2.620000 0.717119 -0.09 0.19 0.04
H -0.052424 -2.965412 2.607503 -0.10 0.10 -0.06
H 0.009483 -1.321705 4.469254 -0.15 0.09 -0.11
H -1.442733 0.592572 4.474592 -0.18 0.17 -0.29
C 3.093320 0.991957 -4.572362 -0.08 -0.19 0.44
N 3.332080 1.365145 -3.178404 -0.01 0.04 -1.14
C 3.671289 0.557970 -2.168849 0.28 -0.12 1.18
O 3.841939 1.026039 -1.045292 0.01 -0.40 0.06
C 3.857842 -0.955735 -2.401096 -0.04 -0.29 -0.01
C 2.525241 -1.737742 -2.382647 -0.35 0.17 0.16
C 1.682138 -1.601429 -1.096945 0.23 0.31 -0.32
C 0.808850 -0.348752 -1.038327 0.67 -0.15 -1.54
N 0.302219 0.013011 0.114138 -0.21 -0.02 1.93
O 0.539196 0.323770 -2.016625 0.23 -0.01 -1.23
N 4.773201 -1.507218 -1.394543 -0.83 1.65 0.28
C 5.530466 -2.589080 -1.560822 0.66 -1.28 -0.69
C 6.448240 -2.948788 -0.415949 -0.08 0.09 -0.05
O 5.508764 -3.277646 -2.572157 -0.24 0.17 -0.16
H 2.926169 1.890891 -5.168296 0.07 -0.10 0.18
H 2.204701 0.361490 -4.640530 0.02 0.04 -0.13
H 3.954397 0.457895 -4.978643 -0.07 0.05 -0.07
H 3.181608 2.327620 -2.916950 -0.01 -0.16 0.14
H 4.313105 -1.093585 -3.381542 0.05 -0.19 -0.02
H 2.760754 -2.794628 -2.513315 0.21 0.06 -0.03
H 1.922897 -1.450725 -3.244020 -0.10 0.11 0.04
H 2.330848 -1.630114 -0.222010 0.01 -0.05 0.13
H 1.013873 -2.459965 -1.034447 -0.08 -0.08 0.07
H -0.263813 0.842335 0.104573 -0.06 0.03 0.23
H 0.461526 -0.509618 0.955935 -0.07 0.18 0.15
H 4.875729 -0.970252 -0.545825 -0.08 0.19 -0.10
H 7.010561 -3.842715 -0.682095 -0.11 0.12 0.00
H 7.136431 -2.125396 -0.233223 0.05 0.01 0.19
H 5.853667 -3.141808 0.474581 0.09 0.04 0.19
```
Forces are in eV/Å.

The LUMO energy comes out at -1.24 eV. For the energy above the lowest of the compared OMol25 structures with the same formula, charge and spin, the calculation gives 188.72 kJ/mol. The calculation puts the frontier orbital gap at 6.9 eV. As for the HOMO energy: -8.108 eV. The largest force on an atom is 3.56 eV Å⁻¹. As for the SMILES: NS(=O)(=O)c1c2ccccc2cc2ccccc12.CNC(=O)[C@H](CCC(N)=O)NC(C)=O.

Here are the Löwdin charges for atoms 1 to 6, given in e: number 1, N, carries -0.08; number 2, S, carries 0.66; number 3, O, carries -0.31; number 4, O, carries -0.34; number 5, C, carries -0.12; number 6, C, carries -0.14